(1)
{
  "formula": "C27H32N2O4S",
  "method": "ωB97M-V with the def2-TZVPD basis set",
  "spin_multiplicity": 1,
  "homo_energy_ev": -5.648,
  "symbols": ["S", "O", "O", "O", "O", "N", "N", "C", "C", "C", "C", "C", "C", "C", "C", "C", "C", "C", "C", "C", "C", "C", "C", "C", "C", "C", "C", "C", "C", "C", "C", "C", "C", "C", "H", "H", "H", "H", "H", "H", "H", "H", "H", "H", "H", "H", "H", "H", "H", "H", "H", "H", "H", "H", "H", "H", "H", "H", "H", "H", "H", "H", "H", "H", "H", "H"],
  "positions_angstrom": [[-2.676, 2.342, -0.183], [-3.087, 3.680, 0.292], [0.675, 1.842, -2.028], [1.435, 0.527, 2.469], [-1.078, 0.364, -2.047], [3.680, -1.298, 1.251], [2.017, -2.697, 1.355], [-1.096, 2.361, -0.694], [5.916, -0.342, 0.925], [-2.301, -0.432, 1.414], [4.498, -0.059, 1.382], [3.163, -3.441, 1.168], [0.086, -0.473, 0.804], [0.701, -3.284, 1.541], [-3.944, -2.111, 0.788], [-0.559, 1.406, -1.638], [4.198, -2.574, 1.137], [-3.143, -0.024, 2.474], [-1.005, 0.209, 1.248], [-5.782, 1.136, -3.317], [-5.045, 0.164, -2.634], [-5.465, 2.489, -3.161], [-2.694, -1.514, 0.593], [2.333, -1.388, 1.367], [-3.750, 1.912, -1.557], [3.897, 1.033, 0.516], [1.478, 0.920, -2.801], [-3.997, 0.561, -1.806], [-4.348, -0.674, 2.705], [2.276, 1.702, -3.813], [4.499, 0.369, 2.842], [1.303, -0.358, 1.590], [-4.764, -1.700, 1.844], [-4.460, 2.883, -2.272], [-5.731, -2.177, 1.999], [0.076, -1.156, -0.047], [3.194, 1.154, -4.032], [-4.234, 3.934, -2.108], [-2.025, -1.828, -0.217], [0.140, -3.318, 0.599], [0.126, -2.738, 2.297], [-2.788, 0.790, 3.114], [4.565, 1.902, 0.558], [-0.859, 1.172, 1.742], [3.139, -4.514, 1.102], [2.921, 1.349, 0.885], [-5.276, -0.899, -2.727], [6.433, -1.050, 1.584], [0.819, 0.195, -3.286], [0.848, -4.314, 1.882], [6.477, 0.601, 0.954], [1.701, 1.781, -4.740], [5.943, -0.707, -0.110], [5.080, 1.295, 2.931], [3.476, 0.556, 3.184], [-0.459, 3.187, -0.403], [-4.263, -2.907, 0.112], [-6.016, 3.254, -3.709], [2.131, 0.401, -2.087], [-4.951, -0.383, 3.565], [-6.600, 0.836, -3.973], [2.516, 2.710, -3.468], [5.250, -2.773, 1.026], [3.816, 0.704, -0.527], [4.966, -0.400, 3.467], [-3.379, -0.186, -1.313]]
}



(2)
{
  "formula": "C27H32N2O7S3Tl",
  "method": "ωB97M-V with the def2-TZVPD basis set",
  "charge": 1,
  "spin_multiplicity": 1,
  "homo_energy_ev": [-11.268, -11.268],
  "symbols": ["Tl", "S", "S", "S", "O", "O", "O", "O", "O", "O", "O", "N", "N", "C", "C", "C", "C", "C", "C", "C", "C", "C", "C", "C", "C", "C", "C", "C", "C", "C", "C", "C", "C", "C", "C", "C", "C", "C", "C", "C", "H", "H", "H", "H", "H", "H", "H", "H", "H", "H", "H", "H", "H", "H", "H", "H", "H", "H", "H", "H", "H", "H", "H", "H", "H", "H", "H", "H", "H", "H", "H", "H"],
  "positions_angstrom": [[-1.337, -1.413, 0.607], [2.071, 0.595, 0.365], [-1.362, -1.904, 4.414], [0.543, -3.459, -1.290], [-1.885, -2.413, 3.098], [-2.320, -3.763, -2.586], [-1.072, 0.637, -2.119], [0.922, -2.778, -0.052], [0.791, -4.858, -1.390], [-0.946, -3.106, -1.439], [0.556, 0.541, 0.294], [-3.009, -2.935, -3.078], [-1.681, -0.551, -2.300], [-3.192, 0.763, -3.726], [1.257, -2.587, -2.650], [3.110, 4.781, 1.781], [2.534, -0.393, 1.838], [2.138, 0.177, 3.199], [2.155, -1.023, -4.766], [1.790, 4.349, 1.837], [-3.474, 1.501, 3.843], [-2.305, 1.729, 5.936], [2.461, 2.232, 0.958], [1.217, -2.033, -4.976], [-1.759, 0.466, 5.772], [3.780, 2.659, 0.874], [0.759, -2.811, -3.927], [2.650, -0.174, -5.907], [-2.682, -0.496, -3.080], [0.391, -1.440, 4.061], [-2.929, 0.234, 3.673], [2.656, -0.834, -3.479], [1.459, 3.069, 1.414], [-4.695, -1.719, -4.158], [-3.396, -1.771, -3.391], [2.216, -1.617, -2.423], [-3.157, 2.249, 4.969], [0.663, -0.018, 3.585], [4.104, 3.939, 1.297], [-2.058, -0.261, 4.626], [-2.075, 2.302, 6.826], [-4.570, -1.227, -5.121], [1.929, -0.149, -6.725], [2.769, -0.286, 3.962], [0.432, 2.720, 1.427], [0.842, -2.211, -5.978], [4.545, 1.998, 0.477], [0.023, -3.592, -4.091], [3.364, 5.784, 2.100], [1.018, 5.011, 2.206], [-5.436, -1.163, -3.581], [-5.074, -2.724, -4.320], [-1.112, 0.043, 6.535], [-3.208, 0.672, -4.814], [0.950, -1.655, 4.975], [-4.206, 0.981, -3.387], [0.030, 0.230, 2.731], [-3.591, 3.232, 5.106], [2.838, 0.849, -5.580], [3.395, -0.059, -3.303], [-2.547, 1.589, -3.454], [-4.156, 1.897, 3.101], [-3.194, -0.386, 2.827], [5.129, 4.282, 1.242], [3.619, -0.502, 1.767], [0.425, 0.686, 4.379], [3.588, -0.575, -6.296], [-0.405, 0.482, -1.426], [2.612, -1.494, -1.428], [2.075, -1.361, 1.624], [2.361, 1.242, 3.214], [0.665, -2.179, 3.303]]
}



(3)
{
  "formula": "C27H32N3O3PTc",
  "method": "ωB97M-V with the def2-TZVPD basis set",
  "s2": 3.84,
  "charge": 2,
  "spin_multiplicity": 4,
  "homo_energy_ev": [-14.571, -14.522],
  "symbols": ["Tc", "P", "O", "O", "O", "N", "N", "N", "C", "C", "C", "C", "C", "C", "C", "C", "C", "C", "C", "C", "C", "C", "C", "C", "C", "C", "C", "C", "C", "C", "C", "C", "C", "C", "C", "H", "H", "H", "H", "H", "H", "H", "H", "H", "H", "H", "H", "H", "H", "H", "H", "H", "H", "H", "H", "H", "H", "H", "H", "H", "H", "H", "H", "H", "H", "H", "H"],
  "positions_angstrom": [[-0.232, -0.974, 1.350], [-1.042, 1.108, 0.357], [1.405, -1.391, 0.483], [-1.110, -2.118, 0.034], [4.710, -3.283, -2.263], [0.618, 0.380, 7.095], [0.676, -0.234, 2.836], [4.455, 0.877, 4.780], [0.696, -2.961, -1.213], [-2.441, 1.648, -2.007], [-0.421, 3.777, -0.233], [1.156, -3.747, -2.296], [-3.203, 2.622, 1.551], [0.545, 2.888, 1.895], [-2.688, 1.209, 1.327], [3.461, -3.105, -1.903], [1.420, 2.082, -0.299], [1.262, 0.343, 6.150], [-2.723, 1.480, -3.352], [-3.737, 0.364, 0.597], [-0.600, 0.112, -2.206], [-1.958, 0.618, -4.123], [1.976, 0.296, 4.936], [2.477, -3.808, -2.642], [0.173, 2.551, 0.457], [-0.687, -2.933, -0.832], [-2.394, 0.562, 2.690], [3.346, 0.611, 4.878], [3.036, -2.281, -0.861], [-0.887, -0.052, -3.550], [5.775, -2.670, -1.554], [-1.395, 0.939, -1.415], [-1.675, -3.875, -1.436], [1.297, -0.009, 3.811], [1.683, -2.192, -0.507], [-3.549, 2.018, -3.792], [0.257, -0.384, -1.772], [-1.229, 4.221, 0.342], [-4.189, 0.899, -0.233], [2.216, 2.804, -0.131], [-3.320, -0.572, 0.222], [-2.187, 0.481, -5.168], [-4.541, 0.114, 1.288], [5.741, -2.919, -0.492], [-2.065, -0.502, 2.572], [2.810, -4.396, -3.482], [-2.513, 3.218, 2.141], [3.721, -1.684, -0.283], [0.368, 4.521, -0.325], [1.130, 2.091, 2.343], [-1.843, -3.648, -2.487], [0.443, -4.313, -2.871], [-3.405, 3.137, 0.618], [-1.647, 1.121, 3.256], [1.766, 1.109, 0.059], [-1.333, -4.905, -1.368], [-0.774, 3.550, -1.236], [-2.622, -3.778, -0.912], [5.754, -1.584, -1.684], [1.159, 3.786, 1.884], [6.692, -3.071, -1.983], [-3.020, 2.348, -1.424], [1.244, 2.032, -1.371], [-0.318, 3.095, 2.521], [-3.305, 0.531, 3.289], [-4.142, 2.563, 2.099], [-0.277, -0.708, -4.151]]
}